Record 1
Computed, not measured: a 8-piece molecular cluster, C24H64O24S8 overall, with wB97M-V/def2-TZVPD.

Results
- highest occupied orbital energy (Eh) = -0.3869
- SMILES = CCOS(C)(=O)=O.CCOS(C)(=O)=O.CCOS(C)(=O)=O.CCOS(C)(=O)=O.CCOS(C)(=O)=O.CCOS(C)(=O)=O.CCOS(C)(=O)=O.CCOS(C)(=O)=O
- net charge = 0
- multiplicity = 1
- relative energy (zero: lowest compared OMol25 entry of this formula, charge and spin) (kcal/mol) = 42.0
- M (g mol⁻¹) = 993.288
- total energy (hartree) = -5943.943171
- LUMO level (eV) = 0.00

Positions of all 120 atoms, in Å:
C  -1.1919  -28.0139  -13.7801
C  -0.8024  -26.5941  -14.1163
O  -1.7757  -25.6427  -13.6288
S  -2.8664  -24.9779  -14.6144
C  -3.6803  -26.4266  -15.3424
O  -3.8064  -24.2736  -13.7898
O  -2.1538  -24.2484  -15.6365
H  -1.6334  -28.1009  -12.7870
H  -0.2964  -28.6336  -13.7387
H  -1.9110  -28.3537  -14.5238
H  0.1358  -26.3878  -13.5974
H  -0.6434  -26.4072  -15.1796
H  -2.9089  -26.8503  -15.9808
H  -4.5686  -26.0465  -15.8303
H  -3.8036  -27.0496  -14.4618
C  3.0094  -14.4579  -12.8804
C  3.1757  -15.8932  -13.3483
O  1.8814  -16.5357  -13.4283
S  1.3256  -17.3250  -12.1412
C  -0.3771  -16.8596  -12.2801
O  1.4203  -18.7341  -12.4342
O  1.8751  -16.8183  -10.9031
H  2.5449  -14.4217  -11.8958
H  2.3706  -14.0017  -13.6367
H  3.9674  -13.9530  -12.7661
H  3.6156  -15.9427  -14.3414
H  3.7981  -16.4916  -12.6801
H  -0.9973  -17.4026  -11.5735
H  -0.6143  -17.0612  -13.3241
H  -0.5329  -15.7968  -12.1024
C  0.0215  -22.8861  -13.1464
C  1.5227  -22.9126  -12.9141
O  2.1363  -24.1939  -13.0240
S  3.4615  -24.3086  -13.9961
C  4.8023  -24.0746  -12.8084
O  3.5422  -25.6569  -14.5078
O  3.4766  -23.2273  -14.9575
H  -0.3632  -21.8721  -13.0424
H  -0.4036  -23.4292  -12.2948
H  -0.3774  -23.3473  -14.0457
H  2.0261  -22.1679  -13.5348
H  1.6857  -22.5465  -11.8948
H  4.7471  -23.0350  -12.4917
H  5.7887  -24.3020  -13.1973
H  4.5420  -24.7540  -11.9981
C  -8.0913  -21.7018  -9.5990
C  -8.7575  -23.0057  -9.9636
O  -9.9426  -23.1624  -9.1600
S  -10.7852  -24.5310  -9.4233
C  -11.1802  -24.4055  -11.2201
O  -9.9236  -25.6691  -9.2352
O  -12.0181  -24.4244  -8.7001
H  -7.0725  -21.7564  -9.9918
H  -7.9868  -21.6603  -8.5167
H  -8.5328  -20.8286  -10.0729
H  -8.9950  -23.1321  -11.0202
H  -8.0778  -23.8294  -9.7241
H  -11.6127  -23.4159  -11.3243
H  -11.9099  -25.1978  -11.3704
H  -10.2766  -24.6391  -11.7740
C  -6.3390  -22.5766  -13.9124
C  -5.6718  -21.9936  -12.6885
O  -5.9848  -20.6498  -12.3446
S  -5.0525  -19.5490  -13.1185
C  -3.5056  -19.7128  -12.1645
O  -4.8052  -20.0087  -14.4639
O  -5.6230  -18.2448  -12.9330
H  -6.1739  -23.6510  -13.9002
H  -6.0570  -22.1778  -14.8863
H  -7.4194  -22.3982  -13.8618
H  -5.9126  -22.6602  -11.8549
H  -4.5937  -22.1860  -12.7450
H  -2.8355  -20.4980  -12.5103
H  -3.6865  -19.8227  -11.1010
H  -2.9969  -18.7951  -12.4637
C  -6.8552  -18.9426  -18.2486
C  -7.5074  -19.5934  -17.0274
O  -8.7851  -18.9456  -16.8851
S  -9.1550  -18.2576  -15.4825
C  -9.0216  -19.7144  -14.3598
O  -8.1254  -17.2848  -15.2236
O  -10.5378  -17.8756  -15.4570
H  -6.4012  -18.0049  -17.9232
H  -7.6077  -18.7514  -19.0084
H  -6.0145  -19.4902  -18.6787
H  -7.7166  -20.6596  -17.1303
H  -6.8817  -19.4404  -16.1466
H  -9.7077  -20.4581  -14.7510
H  -9.4580  -19.3505  -13.4295
H  -7.9636  -19.8964  -14.2282
C  -3.8092  -11.0741  -14.6973
C  -5.1861  -11.6272  -14.3768
O  -4.9663  -12.8884  -13.7202
S  -6.3478  -13.8265  -13.6160
C  -5.5957  -15.3784  -13.8316
O  -6.8896  -13.7386  -12.2890
O  -7.1875  -13.4937  -14.7379
H  -3.2342  -10.7751  -13.8252
H  -4.0062  -10.1856  -15.3085
H  -3.2680  -11.7708  -15.3364
H  -5.7155  -10.8850  -13.7706
H  -5.7622  -11.7345  -15.2934
H  -6.3838  -16.1221  -13.7789
H  -4.7944  -15.3936  -13.0983
H  -5.1831  -15.3276  -14.8390
C  -5.2159  -26.0561  -10.2841
C  -5.2386  -27.1715  -11.3344
O  -6.6054  -27.5135  -11.7704
S  -7.3338  -26.4722  -12.7038
C  -8.8083  -27.4522  -13.0451
O  -7.6457  -25.2897  -11.9401
O  -6.5982  -26.3076  -13.9281
H  -4.2000  -25.9943  -9.8966
H  -5.8850  -26.3394  -9.4734
H  -5.5263  -25.1483  -10.7895
H  -4.7575  -26.8535  -12.2599
H  -4.7640  -28.0654  -10.9420
H  -8.4339  -28.3832  -13.4759
H  -9.3955  -27.0427  -13.8649
H  -9.3811  -27.6612  -12.1474

Record 2
Computed, not measured: a 8-piece molecular cluster, C24H64O8 overall, with wB97M-V/def2-TZVPD.

Results
- highest occupied orbital energy (Eh) = -0.3636
- SMILES = CC(C)O.CC(C)O.CC(C)O.CC(C)O.CC(C)O.CC(C)O.CC(C)O.CC(C)O
- net charge = 0
- multiplicity = 1
- relative energy (zero: lowest compared OMol25 entry of this formula, charge and spin) (kcal/mol) = 118.4
- M (g mol⁻¹) = 480.768
- total energy (hartree) = -1554.548708
- LUMO level (eV) = 0.23

Positions of all 96 atoms, in Å:
C  5.8856  2.3979  -3.5764
C  5.1717  3.4387  -4.4540
C  3.6396  3.2855  -4.2537
O  5.6810  4.6612  -3.9889
H  5.1509  1.9172  -2.9305
H  6.7136  2.7605  -2.9675
H  6.3140  1.6544  -4.2486
H  5.4564  3.3927  -5.5052
H  3.3917  3.4648  -3.2075
H  3.1272  2.3588  -4.5124
H  3.1373  4.1809  -4.6196
H  5.2326  5.3283  -4.5139
C  5.7711  5.9623  1.5172
C  5.9930  4.9203  2.7061
C  6.2563  3.5671  2.1432
O  7.1029  5.3671  3.4961
H  6.3518  5.7524  0.6190
H  5.9157  7.0136  1.7663
H  4.8108  6.0170  1.0045
H  5.1267  4.7983  3.3563
H  5.5693  3.2585  1.3553
H  6.1529  2.8504  2.9579
H  7.2565  3.5641  1.7100
H  7.3531  6.2286  3.1544
C  -5.9860  -1.4959  -5.0445
C  -6.9735  -2.6750  -5.3739
C  -6.3944  -4.0799  -5.7025
O  -7.8357  -2.8731  -4.2527
H  -5.7398  -1.4910  -3.9827
H  -6.5300  -0.6151  -5.3856
H  -5.0224  -1.6376  -5.5339
H  -7.5428  -2.4212  -6.2681
H  -6.0232  -4.0989  -6.7272
H  -7.2148  -4.7849  -5.5685
H  -5.6147  -4.4483  -5.0358
H  -8.0082  -3.8065  -4.1089
C  1.2051  -6.6080  -5.4624
C  0.7884  -5.4536  -6.3179
C  0.0044  -4.4035  -5.5353
O  2.0490  -4.9232  -6.7422
H  0.4160  -7.0036  -4.8230
H  1.9600  -6.2293  -4.7732
H  1.5805  -7.3745  -6.1403
H  0.1093  -5.9205  -7.0314
H  -0.4505  -3.7325  -6.2639
H  0.5259  -3.8538  -4.7517
H  -0.7801  -4.9366  -4.9983
H  1.8536  -4.1464  -7.2713
C  -3.4173  -6.3270  1.0235
C  -3.4328  -5.1947  1.9265
C  -3.7098  -5.5456  3.3938
O  -2.0576  -4.7650  1.8745
H  -4.4809  -6.3970  0.7954
H  -3.0443  -7.2316  1.5039
H  -2.9462  -6.2924  0.0412
H  -4.0032  -4.3390  1.5653
H  -3.0988  -6.3728  3.7551
H  -4.7527  -5.7347  3.6482
H  -3.3266  -4.7533  4.0369
H  -1.6462  -5.5186  2.3039
C  -0.6080  -0.9253  7.0769
C  0.2988  0.0653  6.4487
C  1.6056  -0.4630  6.0534
O  -0.3846  0.6010  5.3691
H  -1.6018  -0.4794  7.1175
H  -0.2433  -1.1301  8.0835
H  -0.6247  -1.9168  6.6244
H  0.6009  0.8542  7.1375
H  2.2355  -0.6420  6.9247
H  2.1079  0.2013  5.3503
H  1.5723  -1.4498  5.5917
H  -0.6948  -0.0144  4.7008
C  -0.6498  5.9450  4.8530
C  -2.1486  5.9744  4.9691
C  -2.7969  5.7330  3.5923
O  -2.4820  4.9548  5.8911
H  -0.2952  6.8044  4.2840
H  -0.4958  5.0826  4.2045
H  -0.0093  5.9284  5.7348
H  -2.4934  6.9755  5.2277
H  -2.4953  4.7470  3.2390
H  -2.5252  6.5015  2.8686
H  -3.8836  5.7630  3.5122
H  -2.2758  4.1622  5.3902
C  -0.7907  1.9240  -0.0951
C  -0.8376  0.3476  -0.0642
C  0.5058  -0.3682  -0.1310
O  -1.3530  -0.1638  1.1331
H  -1.6794  2.4854  -0.3835
H  -0.0233  2.0273  -0.8622
H  -0.4058  2.4084  0.8023
H  -1.4514  -0.0274  -0.8832
H  0.4961  -1.4523  -0.0184
H  1.1913  0.1817  0.5139
H  0.8986  -0.1712  -1.1285
H  -1.2850  -1.1204  1.0911